A gas-phase ion, C2H3INO2 (charge +1) in a non-equilibrium geometry, computed with wB97M-V/def2-TZVPD.

```
9
Properties=species:S:1:pos:R:3:mulliken_charge:R:1
C -0.447 0.760 0.990 0.29
C 0.599 -0.915 -0.483 -0.67
N -0.287 0.229 -0.410 0.50
O -0.281 0.167 2.015 -0.27
O -1.030 0.563 -1.287 -0.18
I -0.903 2.790 0.812 0.30
H 0.047 -1.842 -0.585 0.34
H 1.211 -0.694 0.345 0.33
H 1.092 -1.058 -1.397 0.35
```

Electronic energy: -15796.4735 eV
Charge: +1
Highest occupied orbital energy: -14.952 eV
Energy relative to the best compared isomer or geometry (same formula, charge and spin): 1.596 eV
LUMO level: -8.491 eV
SMILES: C[N+](=O)C(=O)I

---

2 unconnected molecules or ions with the total composition C6H9N2O2 in a non-equilibrium geometry, computed with wB97M-V/def2-TZVPD.

```
19
Properties=species:S:1:pos:R:3:mulliken_charge:R:1
C 1.287 0.689 3.224 -0.81
C 2.055 -0.507 2.373 0.56
O 2.441 -1.626 2.793 -0.71
O 2.286 0.039 1.236 -0.70
H 1.997 1.539 2.984 0.19
H 0.989 0.743 4.245 0.38
H 0.443 1.043 2.683 0.12
C -1.433 0.608 0.027 -0.79
C -1.041 0.074 -1.303 0.14
C -1.594 -0.852 -3.162 -0.20
C 0.097 -0.319 -1.794 -0.22
N -2.125 -0.412 -2.090 -0.56
N -0.176 -0.829 -3.096 -0.11
H -2.225 -1.173 -4.024 0.36
H -1.874 -0.146 0.666 0.26
H -2.183 1.344 -0.113 0.36
H 0.467 -0.844 -3.796 0.15
H 1.102 -0.420 -1.352 0.47
H -0.513 1.049 0.500 0.11
```

Electronic energy: -13443.5611 eV
Charge: -1
Highest occupied orbital energy: -4.072 eV
Energy relative to the best compared isomer or geometry (same formula, charge and spin): 2.202 eV
LUMO level: 3.280 eV

---

A molecular structure, C40H32BrKN5O4S, computed with wB97M-V/def2-TZVPD.

```
84
Properties=species:S:1:pos:R:3:mulliken_charge:R:1
K 0.059 -0.274 0.298 1.51
C -0.789 -3.646 0.852 -0.98
O -1.200 -2.353 1.282 -0.24
C -1.923 -2.276 2.435 0.27
C -2.043 -3.328 3.333 -0.72
C -2.802 -3.174 4.490 -0.62
C -3.434 -1.973 4.756 -0.83
C -3.297 -0.916 3.867 -0.15
C -2.556 -1.048 2.703 0.36
N -2.289 0.042 1.824 0.48
N -3.156 0.959 1.923 -0.53
C -2.902 2.189 1.361 -0.19
C -1.584 2.649 1.053 0.12
O -0.569 1.908 0.997 -0.30
C -1.427 4.087 0.875 -0.68
C -2.479 4.929 0.853 -0.95
C -3.819 4.462 1.062 0.91
C -4.913 5.342 1.014 -0.80
C -6.192 4.898 1.245 -0.52
C -6.397 3.541 1.535 -0.62
C -5.345 2.661 1.578 -0.58
C -4.021 3.094 1.341 0.71
H -1.656 -4.306 0.766 0.53
H -0.060 -4.082 1.539 0.37
H -0.323 -3.502 -0.119 0.00
H -1.559 -4.271 3.135 0.39
H -2.884 -4.002 5.181 0.38
H -4.015 -1.847 5.660 0.37
H -3.751 0.046 4.067 0.46
H -0.413 4.434 0.716 0.44
H -2.330 5.990 0.685 0.31
H -4.727 6.387 0.792 0.36
H -7.029 5.583 1.202 0.38
H -7.401 3.177 1.720 0.38
H -5.512 1.615 1.792 0.42
O 2.323 -4.057 -0.483 -0.70
C 2.695 -4.280 -1.757 0.24
C 3.262 -5.502 -2.119 -0.63
C 3.636 -5.731 -3.433 -0.34
C 3.448 -4.755 -4.403 -0.80
C 2.887 -3.540 -4.034 -0.38
C 2.513 -3.283 -2.726 -0.14
C 1.944 -1.942 -2.292 0.13
O 1.178 -2.037 -1.166 -0.66
N 3.130 -1.058 -2.148 0.12
N 3.017 0.241 -1.841 -0.71
C 1.895 0.842 -1.948 -0.27
C 1.835 2.294 -1.742 0.55
Br 3.129 2.990 -0.525 -0.17
C 1.017 3.181 -2.315 -0.86
C -0.020 2.969 -3.340 0.73
C -0.816 1.829 -3.462 -0.16
C -1.759 1.727 -4.472 -0.89
C -1.937 2.760 -5.379 -0.39
C -1.172 3.911 -5.255 -0.54
C -0.234 4.012 -4.244 -0.50
H 1.745 -3.185 -0.564 0.05
H 3.393 -6.256 -1.354 0.42
H 4.074 -6.685 -3.701 0.36
H 3.738 -4.937 -5.430 0.38
H 2.746 -2.760 -4.775 0.40
H 1.379 -1.517 -3.146 0.53
H 3.895 -1.463 -1.624 0.31
H 0.975 0.318 -2.185 0.00
H 1.164 4.220 -2.047 0.30
H -0.732 1.025 -2.749 0.64
H -2.366 0.834 -4.539 0.40
H -2.676 2.675 -6.165 0.37
H -1.309 4.733 -5.946 0.37
H 0.358 4.915 -4.150 0.38
S 3.272 1.444 4.084 -0.33
C 2.020 1.207 2.903 -0.30
N 2.158 0.203 2.120 0.56
C 3.315 -0.497 2.417 -1.31
C 3.735 -1.652 1.755 0.06
C 4.907 -2.249 2.163 -0.76
C 5.664 -1.711 3.214 -0.42
C 5.256 -0.573 3.878 -0.47
C 4.068 0.031 3.470 0.72
H 1.186 1.890 2.816 0.23
H 3.136 -2.063 0.954 0.80
H 5.244 -3.149 1.666 0.48
H 6.583 -2.198 3.513 0.36
H 5.841 -0.164 4.691 0.38
```

Electronic energy: -154844.6398 eV
Charge: -1
Highest occupied orbital energy: -4.450 eV
Energy relative to the best compared isomer or geometry (same formula, charge and spin): 0.560 eV
LUMO level: 2.230 eV

---

A molecular structure, C41H53N4O5SSbSe4SiTi in a non-equilibrium geometry, computed with wB97M-V/def2-TZVPD.

```
111
Properties=species:S:1:pos:R:3:mulliken_spin:R:1
Ti -1.476 0.234 -0.650 0.95
C -2.049 -2.862 2.578 0.00
O -2.563 -1.548 2.949 0.01
C -2.315 -0.781 1.880 0.01
N -1.701 -1.309 0.887 -0.08
C -1.917 -2.762 1.064 0.03
C -0.874 -3.654 0.458 -0.02
C 0.017 -3.194 -0.500 -0.11
C 0.900 -4.064 -1.124 0.01
C 0.917 -5.409 -0.781 0.00
C 0.036 -5.875 0.185 0.00
C -0.862 -5.005 0.787 0.00
C -2.969 0.551 1.790 0.17
C -3.652 1.210 2.752 -0.09
C -4.303 2.438 2.422 0.29
C -4.173 2.953 1.128 -0.13
C -3.441 2.256 0.199 0.33
N -2.884 1.038 0.515 0.27
C -3.054 2.675 -1.147 0.00
N -2.239 1.982 -1.862 0.06
C -2.051 2.683 -3.144 -0.01
C -2.872 3.982 -2.938 0.00
O -3.515 3.836 -1.640 0.01
C -2.436 1.857 -4.344 0.00
C -1.586 1.849 -5.442 0.00
C -1.907 1.110 -6.580 0.00
C -3.081 0.374 -6.608 0.00
C -3.944 0.392 -5.514 0.00
C -3.625 1.135 -4.391 -0.01
H -2.759 -3.618 2.903 0.00
H -1.088 -3.003 3.076 0.00
H -2.871 -3.012 0.582 0.01
H 0.012 -2.145 -0.767 0.13
H 1.564 -3.689 -1.894 0.00
H 1.588 -6.095 -1.285 0.00
H 0.015 -6.929 0.439 0.00
H -1.586 -5.391 1.496 0.00
H -3.701 0.802 3.754 -0.01
H -4.871 2.975 3.168 0.04
H -4.634 3.894 0.853 -0.01
H -0.996 2.933 -3.267 0.00
H -3.639 4.113 -3.697 0.00
H -2.245 4.871 -2.891 0.00
H -0.655 2.406 -5.397 0.00
H -1.226 1.089 -7.424 0.00
H -3.313 -0.254 -7.460 0.00
H -4.837 -0.218 -5.499 0.00
H -4.285 1.100 -3.532 0.01
C 0.337 1.396 5.555 0.00
C 0.867 0.124 4.909 0.00
C 0.047 -1.077 5.353 0.00
C 2.338 -0.082 5.255 0.00
O 0.674 0.222 3.501 -0.03
Si 1.538 0.953 2.297 0.07
S 0.263 1.443 0.725 0.02
O 2.871 0.052 1.943 0.01
C 2.992 -1.267 1.392 0.01
C 4.379 -1.747 1.788 0.00
C 1.931 -2.193 1.966 0.00
C 2.866 -1.182 -0.121 -0.01
O 2.204 2.317 2.983 -0.01
C 3.330 3.107 2.593 0.00
C 4.602 2.466 3.130 0.00
C 3.117 4.467 3.234 0.00
C 3.396 3.244 1.077 0.00
H 0.460 1.356 6.641 0.00
H -0.723 1.513 5.320 0.00
H 0.871 2.265 5.166 0.00
H 0.041 -1.160 6.443 0.00
H 0.464 -1.996 4.935 0.00
H -0.979 -0.976 4.993 0.00
H 2.444 -0.270 6.327 0.00
H 2.929 0.799 4.992 0.00
H 2.742 -0.934 4.706 0.00
H 4.485 -1.739 2.876 0.00
H 5.142 -1.093 1.360 0.00
H 4.548 -2.765 1.428 0.00
H 2.048 -2.287 3.049 0.00
H 2.007 -3.182 1.512 0.00
H 0.929 -1.808 1.767 0.00
H 3.642 -0.525 -0.525 0.00
H 1.892 -0.770 -0.399 0.03
H 2.965 -2.173 -0.568 0.00
H 4.582 2.443 4.223 0.00
H 5.478 3.038 2.809 0.00
H 4.690 1.442 2.764 0.00
H 2.948 4.347 4.306 0.00
H 2.241 4.954 2.803 0.00
H 3.990 5.108 3.083 0.00
H 3.553 2.272 0.603 0.00
H 4.224 3.906 0.805 0.00
H 2.461 3.653 0.692 0.00
Se -6.146 -1.946 -3.734 -0.01
Sb -4.075 -2.993 -2.958 0.00
Se -3.006 -0.996 -1.722 0.00
Se -2.372 -3.433 -4.678 0.01
Se -4.311 -4.660 -1.172 0.00
C 2.099 0.169 -6.130 0.00
C 1.360 0.052 -4.823 0.01
C 1.542 0.978 -3.800 -0.01
C 0.803 0.868 -2.637 0.04
N -0.084 -0.123 -2.415 -0.02
C -0.243 -1.014 -3.393 0.05
C 0.449 -0.955 -4.597 0.00
H 3.160 0.367 -5.970 0.00
H 1.695 0.996 -6.722 0.00
H 1.999 -0.741 -6.721 0.00
H 2.246 1.796 -3.904 0.00
H 0.935 1.583 -1.835 -0.02
H -0.952 -1.816 -3.232 0.01
H 0.221 -1.713 -5.338 0.00
```

Electronic energy: -369337.8806 eV
Charge: -2
2S+1: 3
Highest occupied orbital energy (alpha / beta): -0.984 / -1.542 eV
Energy relative to the best compared isomer or geometry (same formula, charge and spin): 0.580 eV
LUMO level (alpha / beta): 3.626 / 3.623 eV

---

- The lowest electronic energy belongs to which entry?
  C41H53N4O5SSbSe4SiTi

---

- Which of these has the lowest charge?
  C41H53N4O5SSbSe4SiTi

---

- Which value of energy relative to the best compared isomer or geometry (same formula, charge and spin) does entry 2 give?
  2.202 eV